No. 1
Molecular formula: C8H16Cl2O24S4Ti
Method: DFT, wB97M-V/def2-TZVPD

LUMO (alpha / beta) (eV): 1.938 / 1.918
Molecular weight (g mol⁻¹): 743.233
HOMO level (alpha / beta) (eV): -1.9 / -6.1
DFT total energy (Eh): -5482.059181
Net charge: -1
⟨S²⟩: 3.751
2S+1: 4
Energy above the lowest of the compared OMol25 structures with the same formula, charge and spin (kJ/mol): 479.3

Element x y z (Å)
Ti 0.29091 0.32763 0.66234
Cl -1.06307 1.47356 3.20008
O -0.42866 0.19753 3.35293
O -2.40618 1.44654 3.75147
O -0.20958 2.42941 4.01349
O -1.25765 1.77558 1.82593
Cl -2.36369 1.44210 -2.02648
O -3.39125 0.54362 -2.48886
O -2.19600 2.55033 -2.89401
O -2.87361 1.86256 -0.81051
O -1.13521 0.79318 -1.75140
C -0.24502 5.03887 0.89450
C -0.25226 4.54384 -0.52079
O 0.45943 3.30500 -0.55718
S 1.81308 3.51184 0.36507
O 2.83039 4.26758 -0.40372
O 2.13166 2.31183 1.14898
O 1.00869 4.65928 1.40080
H -0.87986 4.57244 1.64785
H -0.32577 6.10782 1.09178
H 0.41069 5.12190 -1.16456
H -1.29740 4.52688 -0.82982
C 1.46983 0.89116 -4.37439
C 1.97910 -0.52529 -4.79222
O 2.07386 -1.18055 -3.55743
S 2.68590 -0.20683 -2.33193
O 4.17434 -0.26518 -2.25238
O 1.78803 -0.46267 -1.22734
O 2.09759 1.15650 -3.17637
H 0.38182 0.95165 -4.40037
H 1.77360 1.75515 -4.96545
H 2.94480 -0.46396 -5.29399
H 1.30408 -1.10276 -5.42387
C -3.84004 -4.32562 1.34988
C -3.88523 -4.43226 -0.16642
O -2.91907 -3.45649 -0.49322
S -3.04109 -2.01540 0.35927
O -4.12595 -1.19184 -0.07475
O -1.76940 -1.33502 0.52692
O -3.35909 -3.01226 1.64978
H -3.34065 -5.18304 1.80103
H -4.89650 -4.43184 1.59627
H -4.83632 -4.17133 -0.63059
H -3.44946 -5.37787 -0.48895
C 2.58896 -3.15357 2.96857
C 1.41367 -2.29421 2.67420
O 1.91631 -1.23742 1.77345
S 3.56302 -1.26300 1.69498
O 4.10221 0.02728 2.09003
O 3.97831 -1.87892 0.39271
O 3.80056 -2.42071 2.84358
H 2.58983 -3.92132 2.19483
H 2.51674 -3.52563 3.99056
H 1.10177 -1.93117 3.65350
H 0.59858 -2.82504 2.18231

No. 2
Molecular formula: C8H16Cl5N2O2P2
Method: DFT, wB97M-V/def2-TZVPD

LUMO (eV): -4.575
Molecular weight (g mol⁻¹): 411.441
HOMO level (eV): -12.1
DFT total energy (Eh): -3557.858412
Net charge: +1
2S+1: 1

Element x y z (Å)
N -2.49668 0.52370 2.16971
C -1.92416 1.47047 1.20782
C -1.77701 0.81052 -0.16028
C -0.52265 -0.06246 -0.31264
C 0.74353 0.77134 -0.60742
C 1.21056 0.78824 -2.08570
N 2.65506 1.05742 -1.94740
C 3.09813 0.95430 -0.74178
C 2.05343 0.46061 0.19668
P 2.10093 1.47285 1.73515
O 2.02778 2.91533 1.38531
P 2.71190 -1.33151 0.55901
O 2.12983 -1.48882 2.06822
Cl 1.32789 -2.39237 -0.47328
H -2.16567 -0.41900 1.98761
H -2.22943 0.73551 3.12280
H -0.94005 1.85788 1.53314
H -2.59222 2.33471 1.13001
H -1.77183 1.59137 -0.93540
H -2.66280 0.18720 -0.34422
H -0.69611 -0.77742 -1.12668
H -0.37287 -0.67505 0.58637
H 0.50756 1.82077 -0.37234
H 1.04513 -0.14023 -2.64149
H 0.76792 1.62360 -2.63382
H 3.24730 1.30000 -2.73300
H 4.14346 1.14731 -0.50478
H 3.26530 1.02030 2.37440
H 1.04910 0.92370 2.48062
H 1.20356 -1.74438 2.15127
C -3.03452 -3.35318 -1.41734
Cl -1.43754 -4.11334 -1.30243
Cl -3.33722 -2.88885 -3.08948
Cl -4.26107 -4.47988 -0.86352
Cl -3.06655 -1.90068 -0.39516

No. 3
Molecular formula: C8H16Cl8
Method: DFT, wB97M-V/def2-TZVPD

LUMO (eV): 0.219
Molecular weight (g mol⁻¹): 395.840
HOMO level (eV): -10.5
DFT total energy (Eh): -3995.964346
Net charge: 0
2S+1: 1
Energy above the lowest of the compared OMol25 structures with the same formula, charge and spin (kJ/mol): 32.3
Structure (SMILES): ClCCCl.ClCCCl.ClCCCl.ClCCCl

Element x y z (Å)
Cl -0.72175 -3.31271 -2.19090
C -1.34585 -1.87013 -1.34463
C -0.32439 -0.76760 -1.17297
Cl 0.22720 -0.12532 -2.74465
H -1.67829 -2.23073 -0.37456
H -2.20497 -1.54174 -1.92555
H 0.51240 -1.18761 -0.61712
H -0.72214 0.06435 -0.59850
Cl -1.88145 1.18533 4.87954
C -2.75337 1.23442 3.33958
C -3.27489 -0.12758 2.93891
Cl -1.95571 -1.20585 2.41302
H -2.17195 1.73180 2.56719
H -3.60059 1.89138 3.54484
H -3.92991 -0.03076 2.07403
H -3.86767 -0.54893 3.74635
Cl 2.95686 1.28788 3.94432
C 1.48692 0.29754 3.79407
C 1.67610 -1.10965 3.26618
Cl 2.14233 -1.09925 1.56469
H 0.78706 0.83133 3.15678
H 1.05759 0.21741 4.79098
H 0.75863 -1.67228 3.41900
H 2.49604 -1.63610 3.75102
Cl 1.27055 1.73897 -7.12680
C 1.27824 1.35461 -5.38694
C 2.71531 1.21414 -4.90535
Cl 3.50757 -0.19145 -5.70534
H 0.74481 0.41745 -5.24649
H 0.73334 2.07470 -4.77772
H 2.79996 1.03508 -3.83925
H 3.28204 2.08128 -5.23376

No. 4
Molecular formula: C8H16Cl8
Method: DFT, wB97M-V/def2-TZVPD

LUMO (eV): 0.417
Molecular weight (g mol⁻¹): 395.840
HOMO level (eV): -9.1
DFT total energy (Eh): -3995.751893
Net charge: 0
2S+1: 1
Energy above the lowest of the compared OMol25 structures with the same formula, charge and spin (kJ/mol): 590.1

Element x y z (Å)
Cl 0.46678 0.21584 -1.40021
C 0.44715 -1.49447 -0.82468
C -0.80418 -1.66161 0.00642
Cl -2.33677 -1.17683 -0.84203
H 1.38868 -1.60874 -0.28750
H 0.55328 -2.14464 -1.69308
H -0.82832 -1.00642 0.87719
H -0.89560 -2.72222 0.24065
Cl 4.17592 -0.38380 -1.75844
C 2.71480 0.72372 -1.74079
C 3.22094 2.10383 -1.57844
Cl 1.92060 3.32072 -1.70216
H 2.08429 0.45554 -0.89306
H 2.18278 0.57221 -2.68000
H 3.97396 2.37053 -2.32002
H 3.89881 2.24808 -0.73714
Cl 1.09088 0.90070 0.83911
C 1.35829 -0.46438 1.96342
C 2.42464 -0.15199 2.98999
Cl 2.40783 -1.55556 4.10368
H 1.52630 -1.29932 1.28316
H 0.42427 -0.62271 2.50253
H 2.21397 0.73484 3.58771
H 3.45890 -0.08474 2.65253
Cl -3.67614 0.86219 1.46701
C -4.01146 0.77773 -0.29291
C -5.33050 0.04840 -0.60187
Cl -5.29777 -1.47103 0.33238
H -3.12527 0.33160 -0.74429
H -4.03105 1.78391 -0.71162
H -5.33164 -0.15984 -1.67180
H -6.26440 0.55846 -0.36574

- Which value of DFT total energy does entry 1 give?
  -5482.059181 Eh

- What is the molecular weight in the fourth record?
  395.840 g mol⁻¹

- The lowest DFT total energy belongs to which entry?
  C8H16Cl2O24S4Ti